# C4H7NS

A molecular structure, C4H7NS at a distorted geometry (wB97M-V/def2-TZVPD, OMol25).

Output
electronic energy = -16583.4136 eV
E_HOMO = -0.2869 Ha

Last column: natural (NBO) charge in e.
Cartesian coordinates (Å):
C: -0.241786 0.025608 0.772368  -0.12
C: -0.763773 0.654188 -0.294566  0.00
C: -1.836585 1.469613 -1.099461  -0.65
C: 1.800314 -1.450225 0.848046  -0.40
N: 1.080690 -0.301426 0.362305  -0.53
S: 0.984215 0.126046 -1.312691  0.22
H: -0.724830 0.009138 1.704787  0.21
H: -1.297583 2.086425 -1.727125  0.23
H: -2.312873 0.738561 -1.705091  0.22
H: -2.641669 1.805005 -0.484190  0.23
H: 2.715773 -1.359495 0.302831  0.21
H: 1.973018 -1.463778 1.907648  0.20
H: 1.265089 -2.339660 0.725138  0.18

Forces on atoms 1 to 2 (eV/Å):
C 0.8 1.2 -2.6
C 1.3 0.1 -3.1